Density functional theory data (wB97M-V/def2-TZVPD) for C52H57CaIN6O2PS2Si as an isolated structure.

The frontier orbital gap (alpha / beta) is 5.43 / 5.43 eV. As for the spin multiplicity: 2. As for the energy above the lowest of the compared OMol25 structures with the same formula, charge and spin: 8.1 kcal per mole. The strongest force on any atom is 0.98 eV/Å.

Geometry (Å):
Ca: -0.75 -0.44 -0.74
S: 0.09 -2.98 -1.72
C: -0.11 -4.05 -0.40
N: -0.24 -5.40 -0.64
C: -0.15 -6.33 0.47
C: -0.96 -5.78 1.61
N: -0.45 -4.47 1.96
C: -0.34 -4.15 3.38
C: 1.02 -4.51 3.94
C: 2.01 -3.54 4.09
C: 3.27 -3.87 4.56
C: 3.56 -5.19 4.90
C: 2.58 -6.16 4.77
C: 1.32 -5.82 4.30
C: -0.12 -3.60 0.96
S: 0.34 -1.98 1.40
C: 0.01 -5.98 -1.95
C: 1.42 -6.52 -2.08
C: 1.64 -7.84 -2.46
C: 2.93 -8.34 -2.57
C: 4.02 -7.52 -2.27
C: 3.80 -6.21 -1.87
C: 2.51 -5.71 -1.78
H: 0.89 -6.47 0.78
H: -0.54 -7.30 0.14
H: -0.89 -6.43 2.47
H: -2.02 -5.71 1.32
H: -1.12 -4.71 3.90
H: -0.53 -3.09 3.51
H: 1.78 -2.52 3.81
H: 4.02 -3.11 4.67
H: 4.54 -5.45 5.27
H: 2.79 -7.19 5.05
H: 0.55 -6.59 4.23
H: -0.18 -5.21 -2.69
H: -0.71 -6.79 -2.11
H: 0.80 -8.48 -2.69
H: 3.09 -9.36 -2.87
H: 5.02 -7.91 -2.34
H: 4.64 -5.57 -1.63
H: 2.35 -4.68 -1.47
I: -3.31 0.77 0.75
C: -4.22 1.25 -1.10
C: -5.35 2.02 -1.03
C: -6.02 2.37 -2.22
C: -5.54 1.94 -3.42
C: -4.37 1.14 -3.50
C: -3.88 0.69 -4.75
C: -2.77 -0.09 -4.81
C: -2.08 -0.43 -3.61
C: -2.47 -0.03 -2.35
C: -3.66 0.77 -2.31
H: -5.73 2.35 -0.08
H: -6.91 2.98 -2.17
H: -6.05 2.20 -4.34
H: -4.42 0.96 -5.65
H: -2.41 -0.45 -5.77
H: -1.21 -1.08 -3.73
C: 2.80 0.56 -5.28
N: 3.51 -0.43 -4.35
C: 4.61 0.32 -3.60
N: 4.09 1.46 -2.93
C: 3.42 2.34 -3.87
N: 2.32 1.69 -4.57
C: 1.21 1.38 -3.65
P: 1.67 0.25 -2.25
C: 2.53 -1.02 -3.37
C: 3.23 1.13 -1.78
H: 1.98 0.01 -5.75
H: 3.54 0.85 -6.03
H: 3.94 -1.16 -4.91
H: 5.35 0.61 -4.35
H: 5.04 -0.39 -2.89
H: 4.15 2.68 -4.62
H: 3.04 3.21 -3.34
H: 0.38 0.95 -4.21
H: 0.85 2.31 -3.22
H: 1.77 -1.56 -3.94
H: 3.06 -1.73 -2.73
H: 3.79 0.51 -1.07
H: 2.95 2.06 -1.29
O: 0.48 1.54 -0.78
N: 0.40 2.85 -0.36
C: 1.02 3.09 0.93
C: 0.92 4.57 1.25
C: 0.12 5.40 0.57
C: -0.69 4.95 -0.53
C: -0.50 3.67 -0.94
H: 2.09 2.82 0.85
H: 1.52 4.94 2.07
H: 0.08 6.44 0.86
H: -1.41 5.58 -1.03
H: -1.04 3.21 -1.76
C: 3.46 1.69 5.83
C: 3.12 0.55 5.12
C: 2.22 0.64 4.07
C: 1.64 1.86 3.70
C: 2.00 2.99 4.43
C: 2.90 2.91 5.48
Si: 0.40 1.88 2.29
C: -1.33 2.16 2.95
C: -1.93 3.42 3.09
C: -3.20 3.54 3.63
C: -3.89 2.42 4.05
C: -3.31 1.16 3.92
C: -2.05 1.04 3.37
H: 4.17 1.63 6.65
H: 3.55 -0.41 5.39
H: 1.95 -0.26 3.52
H: 1.55 3.95 4.20
H: 3.16 3.81 6.04
H: 0.41 0.50 1.76
H: -1.41 4.31 2.74
H: -3.65 4.52 3.72
H: -4.88 2.52 4.47
H: -3.85 0.28 4.24
H: -1.61 0.05 3.26
C: 3.94 -1.62 0.84
O: 3.20 -1.87 -0.35
H: 5.00 -1.64 0.58
H: 3.75 -2.37 1.60
H: 3.71 -0.63 1.26
H: 2.26 -1.95 -0.08